A molecular structure, C42H73I2N2O26PS3Si2 in a non-equilibrium geometry. Source: the Open Molecules 2025 dataset; level of theory: ωB97M-V/def2-TZVPD.

XYZ file:
```
151
Properties=species:S:1:pos:R:3:forces:R:3
I -2.43913 4.89255 1.32429 -0.984 -0.680 -0.838
I 0.39065 4.26569 2.85622 -0.625 -2.047 -1.110
S 2.47525 4.04605 -3.58332 -0.194 1.801 0.190
S 1.17919 -2.11541 -4.10516 -0.057 0.071 0.573
S 0.80810 6.58893 -3.82372 0.883 -0.201 0.433
P 1.13264 -0.89780 -2.60122 2.661 0.046 0.024
Si -0.68161 0.43151 -2.57917 -0.379 0.931 0.282
Si -1.48439 2.90279 -1.30254 0.261 1.245 0.226
O 4.67252 -8.22873 2.36276 -0.112 -0.484 0.343
O 2.45509 0.17835 -2.79756 -2.433 -0.985 0.958
O 5.13394 -4.33091 4.50608 0.374 -0.267 0.488
O -0.10329 -9.39184 7.94317 -0.018 0.192 -0.308
O 5.55731 -6.24260 5.60767 0.191 0.471 -0.161
O 4.74757 5.62865 3.19727 -0.396 -0.251 0.050
O 1.24944 -6.50484 2.55195 0.119 0.220 -0.237
O -4.69020 -4.90057 4.19130 0.276 -0.240 0.273
O -2.71521 -5.14634 5.25716 -0.792 0.415 -0.236
O -4.24340 8.48611 -4.20493 0.202 -0.336 -0.291
O 0.72456 -7.96748 6.39771 -0.372 -0.265 0.302
O -0.21492 1.78660 -1.63883 -1.924 -0.919 -0.762
O 3.76226 4.24357 4.65911 -0.101 0.392 -0.328
O -4.24342 -6.80746 5.28248 0.147 0.417 -0.161
O 7.08549 -4.57739 5.61732 -0.360 -0.154 -0.097
O -2.63042 7.78046 -5.59321 -0.309 -0.103 0.274
O 2.49070 5.51106 3.29032 2.397 1.241 0.934
O -4.17072 6.31794 -4.82706 0.164 0.357 -0.046
O 2.82468 -5.18685 1.62258 -0.698 -0.188 -0.352
O 1.17548 -6.01436 0.34933 0.231 -0.070 0.577
O 1.36355 -1.62018 -1.08485 -0.808 1.090 -1.245
O -3.81434 1.28381 -6.91616 0.249 0.583 0.772
O 3.41021 -9.88262 3.24877 0.381 0.272 -0.040
O 5.62439 -9.86196 3.59995 -0.398 0.192 -0.264
O -1.41753 -8.62146 6.27642 0.515 -0.225 0.223
O 3.90104 9.20682 -2.31215 -1.654 -0.905 -1.034
N -1.99291 -0.54978 -1.89629 0.756 -0.356 -0.354
N 3.35183 6.30834 -2.45318 -1.888 0.889 -0.852
C 2.83035 7.14892 -1.34315 0.363 0.533 0.794
C -3.72473 7.42350 -4.87122 -0.382 -0.464 0.041
C 1.86711 -5.05667 -0.44869 -0.208 0.320 -0.748
C -0.01438 2.99463 1.11198 -0.706 -0.467 -0.171
C -0.25252 -8.72304 6.96525 -0.018 -0.281 0.381
C -3.31331 -3.30216 -0.45598 -0.366 0.071 -0.324
C 2.70552 8.69241 -1.67883 -0.254 -0.028 1.297
C 4.33424 7.02322 -3.30335 0.131 0.125 -1.319
C 3.73817 -11.13175 3.84905 -0.448 -0.577 0.119
C -3.31214 9.55742 -4.32515 0.014 0.615 0.398
C -0.92687 0.98130 -4.38669 0.335 -0.428 -0.697
C 3.17421 -4.90169 0.27000 0.674 0.301 -0.339
C -2.25784 0.46903 -5.08374 -0.618 1.534 -0.915
C -5.62589 3.15309 -2.43474 0.561 -0.394 0.731
C 5.08629 -10.86703 4.45357 0.347 -0.359 0.549
C -3.78232 -5.57723 4.94056 0.375 0.350 0.129
C -2.77505 1.67937 -6.00605 0.442 0.154 1.026
C -5.61932 -6.85961 4.91985 -0.503 -0.511 0.200
C 3.56731 5.16167 3.68045 -0.435 0.286 -0.062
C -1.25691 -7.56658 5.32517 -0.368 0.518 -0.044
C -3.25562 -2.76613 -1.95730 0.600 0.227 0.885
C 0.48308 1.51797 1.43312 -0.040 0.507 -0.964
C 4.11335 -5.25577 4.13584 -0.429 0.055 -0.498
C 4.18993 -6.29038 5.21187 -0.521 -0.524 0.327
C 3.92529 8.53907 -3.60081 1.665 -1.007 0.453
C 5.77515 5.14894 4.05873 0.682 0.198 0.013
C -1.49020 4.87296 -3.49318 0.676 0.175 -0.631
C -3.19116 2.45279 -2.01821 -0.673 0.550 0.899
C -0.39012 5.38800 -4.53783 -0.669 -0.608 -0.257
C 1.70626 -5.95391 1.59586 -0.129 -0.265 0.178
C -4.24504 3.64737 -1.75025 -0.970 -1.041 -1.382
C 5.15154 3.93042 4.67483 0.346 -0.579 0.328
C -1.84922 -2.02490 -2.20470 -1.988 -0.295 -1.000
C 4.57778 -9.23081 3.00969 0.139 0.600 -0.435
C -6.44028 2.34783 -1.33624 0.201 -0.516 -0.313
C -1.57587 3.02580 0.62957 1.846 -0.622 0.256
C -2.55398 9.20270 -5.57123 0.434 0.459 -0.422
C 2.29951 5.68297 -3.23713 0.080 -2.044 -0.302
C 6.02671 -5.00853 5.27699 0.490 0.226 0.086
C -0.91305 4.59263 -2.04295 -0.060 0.208 0.108
C -5.71906 -5.82052 3.84097 -0.506 0.093 -0.500
C 0.22984 -7.51023 5.13948 0.335 0.206 -0.584
H 3.58589 -3.89688 0.17724 -0.060 -0.058 0.208
H -3.84613 -4.29214 -0.43702 0.507 0.966 0.217
H -3.95493 4.59587 -2.27655 0.028 -0.806 0.884
H -0.17036 0.80772 0.83263 0.721 0.611 0.917
H -4.59111 1.79870 -6.64035 0.308 -0.439 -0.417
H -1.88558 2.15043 -6.53124 -1.043 -0.741 0.230
H -4.46748 3.76837 -0.65653 0.613 0.237 -1.149
H -6.00287 1.29837 -1.30224 -0.657 1.148 0.064
H -4.11920 -2.04691 -2.07443 0.972 -0.618 -0.169
H 5.31751 3.02844 4.07991 -0.033 0.064 0.004
H 5.36054 6.95017 -2.83150 -1.218 0.390 -0.363
H -1.66492 -6.63916 5.74784 0.400 -0.672 -0.110
H 1.52962 1.42469 1.01454 -1.057 -0.056 0.706
H -2.67476 9.57327 -3.43686 -0.022 -0.045 -0.051
H 3.56392 -6.04560 6.07490 0.042 -0.025 -0.014
H -1.21196 5.46568 -1.39327 0.317 -1.055 -0.480
H -2.31793 5.64494 -3.49209 1.022 -0.989 0.327
H -2.28342 -3.42848 -0.02263 -0.976 -0.035 -0.480
H -2.90928 -0.31820 -2.29185 0.438 0.306 0.364
H -6.19377 3.99436 -2.91621 0.470 -0.712 0.731
H 2.16900 1.00489 -2.35803 0.476 -0.103 -0.096
H 5.49836 3.75173 5.69230 -0.235 0.012 -0.020
H 0.22036 4.55612 -2.01260 -1.263 0.072 -0.296
H 0.63085 3.41367 0.28373 -0.684 -0.227 1.082
H -3.10956 0.24953 -4.38009 0.930 0.048 -0.514
H -1.94660 3.95409 -3.97124 0.460 0.943 0.528
H -3.82796 10.51380 -4.40754 -0.136 -0.177 0.056
H 0.17523 4.55274 -5.03436 -0.409 0.769 0.718
H 4.77362 8.96502 -4.22129 -1.179 -0.196 0.703
H 1.99192 -5.41873 -1.46884 -0.147 -0.096 0.119
H 0.60846 -1.34467 -0.52399 0.575 -0.136 -0.115
H 0.58502 -6.50416 4.92389 0.099 -0.139 0.127
H 1.85109 6.70722 -0.99517 0.982 0.637 -0.352
H 3.77051 -11.89984 3.07151 0.025 0.067 0.009
H -0.94580 5.93782 -5.35871 0.877 -0.373 0.942
H -1.66514 -2.10143 -3.31327 0.391 -0.437 1.178
H -2.12191 -0.41942 -5.76006 0.127 0.795 0.860
H 3.14106 -4.76703 4.09786 0.184 0.126 -0.004
H 4.34436 -5.66154 3.15272 0.057 -0.031 0.194
H 1.28857 -4.12983 -0.46968 0.074 -0.045 -0.003
H -6.69120 -5.32838 3.82283 0.178 0.145 0.020
H 5.01913 -10.46911 5.46968 -0.017 0.014 -0.069
H -3.58716 1.58316 -1.40581 0.406 0.677 -1.048
H -2.05514 2.11605 1.08782 0.037 1.221 -0.230
H 2.62636 9.25095 -0.69389 -0.078 -0.659 -1.183
H 5.72227 -11.75194 4.46156 0.096 0.184 -0.105
H 0.58119 -8.18518 4.35515 0.040 0.078 0.057
H -6.22519 -6.61416 5.79601 0.061 0.020 -0.036
H 6.00613 5.92119 4.79743 -0.056 -0.033 -0.028
H 1.76996 8.88344 -2.29517 1.130 -0.052 0.503
H -3.02567 9.59599 -6.47564 -0.011 -0.053 0.052
H 6.67844 4.91701 3.49494 -0.159 0.107 -0.118
H 3.92293 -7.28248 4.84941 0.152 0.029 0.088
H -3.18324 2.49903 -5.32822 0.567 -0.898 -0.639
H 2.92639 8.62636 -4.12155 1.060 -0.104 0.437
H 2.99351 -11.41285 4.59355 -0.059 0.188 -0.122
H -6.32126 2.76522 -0.29287 -0.202 -0.200 -1.221
H -0.06544 0.57279 -5.00915 -0.860 0.494 0.885
H 4.39053 6.46829 -4.28832 0.003 0.523 1.073
H -3.86026 -2.57124 0.21202 0.577 -0.867 -0.749
H -3.40510 -3.58790 -2.72362 0.344 0.872 1.025
H -1.08178 -2.53727 -1.56873 -0.503 0.629 -0.871
H -5.50789 -6.22592 2.84763 0.028 0.009 0.062
H 3.56142 7.06095 -0.47630 -0.785 0.010 -1.061
H 3.92465 -5.62433 -0.06140 -0.070 -0.018 0.074
H -3.22134 2.27503 -3.12752 0.164 -0.206 1.111
H -1.78455 -7.79422 4.39859 -0.027 -0.158 0.155
H -0.79543 2.11176 -4.42933 -0.419 -1.248 0.048
H -5.89136 -7.85485 4.56915 0.213 0.009 0.102
H -5.34534 2.42265 -3.25815 -0.488 0.932 0.776
H 0.47361 1.30200 2.53400 -0.108 0.074 -1.183
H -1.51674 9.53598 -5.53945 -0.020 -0.229 -0.036
H -7.53658 2.25715 -1.57029 1.078 0.075 0.197
```
Forces are in eV/Å.

The value obtained for the HOMO energy is -7.67 eV. The frontier orbital gap comes out at 7.3 eV. For the electronic energy, the calculation gives -174705.796 eV.

Atomic partial charges in e from the Mulliken method, atoms 1 to 4: I -0.043; I 0.152; S -0.151; S -0.425

---

A single C15H10N2O3 molecule in a non-equilibrium geometry. Source: the Open Molecules 2025 dataset; level of theory: ωB97M-V/def2-TZVPD.

XYZ file:
```
30
Properties=species:S:1:pos:R:3:forces:R:3
O 1.17429 -2.04294 2.32509 1.468 -4.102 3.856
O 0.31877 1.97574 -0.78579 -1.413 0.904 -1.756
O -1.36626 -3.13550 1.15084 3.025 0.961 -2.571
N 0.92057 -1.12553 1.59680 2.500 2.457 -0.118
N 0.49080 0.90799 -0.15345 -1.087 0.112 -0.198
C -3.85128 -0.57569 -1.37174 -0.856 0.336 -0.088
C -2.66003 -0.52734 -0.52086 -4.825 -1.612 0.682
C -1.50996 -0.10358 -0.97843 1.972 0.486 -4.223
C 1.57486 1.00796 0.65076 3.122 -1.562 2.272
C 3.63485 2.09831 1.48405 -1.403 -0.628 0.753
C 2.59388 2.01738 0.53532 0.389 -0.734 2.273
C -0.42573 -2.66590 0.47093 -3.970 -0.361 3.261
C 1.77194 -0.01603 1.60654 0.292 1.732 -0.418
C 0.07267 -1.29166 0.68213 -3.802 2.400 -3.892
C 2.80125 0.08904 2.54934 0.145 -0.683 1.149
C -1.41504 0.19299 -2.40294 -1.276 0.178 -1.168
C -3.84225 -0.20911 -2.71654 3.640 -0.139 1.331
C 3.61258 1.18048 2.58952 0.062 1.110 -2.773
C -2.51123 0.12568 -3.27708 -2.064 -0.708 4.373
C -0.34719 -0.16663 -0.15279 3.060 0.354 1.179
H -4.75073 -0.24426 -3.27552 -0.258 0.093 -0.455
H -2.67510 -0.91365 0.50529 -0.506 0.302 -0.347
H 3.03024 -0.66982 3.30395 -0.843 0.030 -0.403
H 4.40804 2.89874 1.52801 -0.944 -0.586 -0.513
H 2.49523 2.84112 -0.09118 -0.383 0.815 -1.505
H -4.90246 -0.82614 -1.03776 1.687 0.041 0.404
H 4.31312 1.36229 3.35081 0.799 -0.274 0.974
H -2.50498 0.42111 -4.26423 0.655 0.455 -2.019
H -0.53117 0.49747 -2.94652 0.529 0.023 0.804
H 0.08031 -3.10256 -0.35455 0.282 -1.398 -0.865
```
Forces are in eV/Å.

The value obtained for the HOMO energy is -8.08 eV. The frontier orbital gap comes out at 7.3 eV. For the electronic energy, the calculation gives -24833.457 eV.

Atomic partial charges in e from the natural (NBO) method, atoms 1 to 4: O -0.507; O -0.528; O -0.461; N 0.158

---

A single C9H7F2NO2 molecule in a non-equilibrium geometry. Source: the Open Molecules 2025 dataset; level of theory: ωB97M-V/def2-TZVPD.

XYZ file:
```
21
Properties=species:S:1:pos:R:3:forces:R:3
F -0.56948 -2.80158 -2.58961 -0.128 0.931 0.196
F -2.99930 0.32592 -0.16427 0.697 0.098 -0.644
O 0.86096 0.27945 0.85133 0.456 -0.428 0.588
O 0.97766 2.50808 0.64969 0.338 2.587 1.464
N -0.06700 -0.61236 -2.90270 -0.661 -1.996 -1.005
C 0.79152 0.41846 2.27279 0.270 0.354 1.322
C 0.98305 1.41635 0.24172 -0.295 -1.808 -3.691
C 0.43044 -1.00105 2.75190 1.161 2.193 0.596
C 0.92391 1.14675 -1.26306 -1.176 0.972 -1.785
C -1.70383 -1.17282 -1.26150 0.469 -0.003 -0.940
C 0.96872 1.70855 -2.50367 -1.200 -1.372 1.387
C 0.19574 0.49812 -2.34143 2.987 1.881 1.227
C -0.76572 -1.52474 -2.24701 -0.220 1.408 0.380
C -2.08924 0.19688 -1.19615 -0.212 -1.611 0.766
H 0.04820 1.26750 2.44769 1.032 -1.317 0.343
H 1.83576 0.68438 2.68296 -1.617 -0.051 -0.731
H 0.60793 -1.02708 3.84421 0.332 -0.634 -0.725
H 1.23079 2.51749 -3.17431 0.145 -0.108 0.303
H -2.07252 -2.04754 -0.76151 -0.780 0.066 0.607
H -0.58444 -1.16342 2.59873 -1.894 -0.445 -0.370
H 0.99685 -1.61733 2.06420 0.295 -0.719 0.711
```
Forces are in eV/Å.

The value obtained for the HOMO energy is -8.79 eV. The frontier orbital gap comes out at 8.3 eV. For the electronic energy, the calculation gives -20459.945 eV.

Atomic partial charges in e from the natural (NBO) method, atoms 1 to 4: F -0.294; F -0.381; O -0.477; O -0.522